Record 1
Formula: C23H35FeN2O7SSi
Source: the OMol25 dataset
Level of theory: ωB97M-V with the def2-TZVPD basis set

## Properties
Relative energy (zero: lowest compared OMol25 entry of this formula, charge and spin): 0.7154 eV
Largest force on an atom: 0.4 eV/A
Lowest unoccupied orbital energy (spin up / spin down): 4.54 / 4.54 eV
M: 567.54 g/mol

ORCA input file:
```
! wB97M-V def2-TZVPD RIJCOSX def2/J DEFGRID3
* xyz -2 6
Fe -1.23279 1.04992 -0.58011
O -1.78031 -2.06808 0.59003
C -3.10224 -2.38942 0.93078
C -4.14493 -1.43090 0.35948
N -3.79941 -0.04123 0.51747
C -3.85673 0.51013 1.84308
C -2.78664 1.59175 2.08598
O -2.87653 2.25616 3.11569
O -1.85444 1.68518 1.22224
C -4.43584 0.80219 -0.47526
C -3.90923 0.41391 -1.86690
O -4.70992 0.21321 -2.78176
O -2.64688 0.29239 -1.92091
H -1.67820 -1.83723 -0.34901
H -3.12305 -2.39243 2.02536
H -3.37371 -3.40593 0.60331
H -5.13024 -1.68597 0.80481
H -4.23520 -1.62108 -0.71327
H -3.67445 -0.26703 2.58998
H -4.83958 0.95186 2.07792
H -4.14229 1.83821 -0.27896
H -5.53735 0.74122 -0.45318
C 0.91217 2.61737 2.13839
Si 1.08587 0.94252 1.27470
C 2.76781 1.03599 0.29886
C 3.93998 1.48006 1.18315
C 3.14841 -0.28571 -0.37146
C 2.58628 2.10408 -0.78869
C 1.02911 -0.41593 2.65640
C 2.04455 -0.12840 3.76848
C -0.37390 -0.38338 3.27451
C 1.27465 -1.82363 2.11162
H 1.78554 2.84757 2.75746
H 0.01455 2.63558 2.75371
H 0.79374 3.40533 1.39511
H 4.18059 0.74809 1.95716
H 3.74329 2.43622 1.66800
H 4.83742 1.60612 0.56172
H 3.51549 -1.01236 0.35564
H 3.95333 -0.11591 -1.09782
H 2.30792 -0.73561 -0.89735
H 2.40954 3.09203 -0.36063
H 1.75618 1.88928 -1.45979
H 3.50102 2.16333 -1.39345
H 1.93803 0.88053 4.16928
H 3.07344 -0.25281 3.42556
H 1.88895 -0.83223 4.59812
H -0.59260 0.56929 3.75996
H -0.45588 -1.17871 4.02829
H -1.13332 -0.55615 2.51555
H 2.29618 -1.94887 1.75136
H 0.58889 -2.06076 1.29925
H 1.11572 -2.55738 2.91338
S -0.05442 5.43007 -2.26121
C -0.53039 4.02183 -1.56872
N -0.86883 3.03723 -1.04548
O -0.00482 0.85542 -2.60319
C 0.13396 -0.35681 -2.35833
O -0.27318 -0.90250 -1.29343
C 0.87195 -1.22411 -3.35232
C 1.04304 -2.58245 -3.11790
C 1.74009 -3.36584 -4.02522
C 2.27292 -2.79239 -5.17224
C 2.10473 -1.43400 -5.40824
C 1.40582 -0.65276 -4.50086
H 0.62519 -3.00132 -2.21200
H 1.87158 -4.42520 -3.83732
H 2.82117 -3.40321 -5.88045
H 2.52086 -0.98377 -6.30162
H 1.25735 0.40744 -4.65470
*
```


Record 2
Formula: C4H8
Source: the OMol25 dataset
Level of theory: ωB97M-V with the def2-TZVPD basis set

## Properties
Relative energy (zero: lowest compared OMol25 entry of this formula, charge and spin): 1.4783 eV
Largest force on an atom: 1.4 eV/A
Lowest unoccupied orbital energy: 1.45 eV
M: 56.11 g/mol
SMILES: C=C.C=C

ORCA input file:
```
! wB97M-V def2-TZVPD RIJCOSX def2/J DEFGRID3
* xyz 0 1
C 1.65919 2.89924 4.53906
C 1.36105 3.61264 5.64554
H 1.08348 2.94634 3.60763
H 2.49837 2.19571 4.58427
H 0.50098 4.29138 5.61702
H 1.96717 3.59639 6.55854
C -1.78226 -3.40522 -5.67454
C -1.27030 -3.10569 -4.49934
H -1.30900 -4.21997 -6.23438
H -2.59783 -2.85878 -6.16185
H -0.42305 -3.66262 -4.08315
H -1.68781 -2.28945 -3.89880
*
```


Record 3
Formula: C17H24BN8S5Tm
Source: the OMol25 dataset
Level of theory: ωB97M-V with the def2-TZVPD basis set

## Properties
Relative energy (zero: lowest compared OMol25 entry of this formula, charge and spin): 0.6606 eV
Largest force on an atom: 1.4 eV/A
Lowest unoccupied orbital energy (spin up / spin down): 0.01 / 0.05 eV
M: 680.52 g/mol

ORCA input file:
```
! wB97M-V def2-TZVPD RIJCOSX def2/J DEFGRID3
* xyz 0 3
Tm 0.66354 1.39161 -0.14650
S 0.47564 3.87761 -0.88840
C -0.57096 4.38961 0.41620
C -1.13616 5.65971 0.18120
N -1.58936 6.68011 -0.08380
C -0.88446 3.74091 1.58380
S -0.37686 2.13821 2.11870
C -1.72546 4.39651 2.49950
N -2.41956 4.91251 3.25600
C 0.84114 -0.57289 -3.21850
N 2.08414 -0.97469 -2.62020
C 3.31164 -1.05589 -3.22740
C 4.19774 -1.43599 -2.27290
N 3.53384 -1.58899 -1.09520
B 4.16294 -1.95379 0.26710
N 3.97614 -0.75869 1.25750
C 4.21684 -0.94399 2.58730
C 4.00084 0.22201 3.24290
N 3.61904 1.14011 2.30360
C 3.27084 2.51461 2.54510
C 3.61774 0.51771 1.09430
S 3.36624 1.39021 -0.36940
C 2.25454 -1.29769 -1.31520
S 0.97904 -1.37719 -0.17020
H 0.94834 -0.56389 -4.30110
H 0.54744 0.44551 -2.88720
H 0.05684 -1.28239 -2.93720
H 3.45464 -0.83249 -4.26290
H 5.25134 -1.60369 -2.33350
H 3.56674 -2.88079 0.71830
H 5.32734 -2.12789 0.11590
H 4.52184 -1.89869 2.95910
H 4.09464 0.46891 4.28010
H 3.18274 2.67441 3.61790
H 2.30264 2.75121 2.07130
H 4.03384 3.18151 2.13740
C -2.73506 -2.69159 1.40680
C -2.74646 -2.61669 -0.11770
N -2.27116 -1.33819 -0.60750
C -2.88726 -0.19629 -0.89370
S -1.92046 1.10011 -1.45020
N -4.19696 0.04281 -0.86120
C -5.31566 -0.76009 -0.41510
C -5.96796 -1.53709 -1.55770
H -3.08976 -3.66859 1.72610
H -3.36896 -1.92749 1.85340
H -1.72186 -2.54509 1.77520
H -3.73746 -2.82229 -0.51780
H -2.05896 -3.36829 -0.51630
H -1.25006 -1.26669 -0.58840
H -4.43876 0.95331 -1.23070
H -6.05246 -0.07629 0.01220
H -4.99356 -1.43429 0.37780
H -6.31006 -0.86279 -2.33880
H -6.82346 -2.08689 -1.17460
H -5.27086 -2.24119 -2.00560
*
```